# 1
The following is a DFT calculation (ωB97M-V with the def2-TZVPD basis set) of the molecule C21H28N2O3S2.

## Properties
Lowest unoccupied orbital energy in eV: 0.5
Structure (SMILES): Cc1cccc(CCNC(=O)[C@H]2CC[C@@H](CNS(=O)(=O)c3cccs3)CC2)c1
E_HOMO in Eh: -0.325
Total energy in eV: -53025.51021
Maximum force in eV Å⁻¹: 0.876
HOMO-LUMO gap in eV: 9.3
Spin multiplicity: 1

Last column: natural (NBO) charge in e.
CARTESIAN COORDINATES (ANGSTROEM)
C -3.442 1.682 5.460  -0.627
C -2.628 1.176 4.307  -0.024
C -1.246 1.331 4.299  -0.230
C -0.491 0.834 3.252  -0.182
C -1.107 0.186 2.195  -0.243
C -2.487 0.032 2.177  -0.032
C -3.170 -0.621 1.006  -0.422
C -3.987 0.405 0.207  -0.217
N -3.151 1.482 -0.266  -0.625
C -2.969 1.754 -1.575  0.690
O -3.608 1.199 -2.447  -0.644
C -1.953 2.862 -1.881  -0.318
C -1.481 2.730 -3.333  -0.388
C -0.674 1.448 -3.525  -0.406
C 0.512 1.362 -2.561  -0.230
C 1.212 0.008 -2.732  -0.220
N 2.285 -0.231 -1.789  -0.862
S 1.917 -0.943 -0.327  2.333
O 0.566 -1.419 -0.332  -0.942
O 2.360 -0.092 0.739  -0.938
C 2.977 -2.354 -0.383  -0.556
C 2.627 -3.645 -0.631  -0.200
C 3.743 -4.509 -0.637  -0.263
C 4.908 -3.850 -0.399  -0.389
S 4.667 -2.164 -0.156  0.493
C 0.032 1.545 -1.121  -0.428
C -0.724 2.860 -0.971  -0.383
C -3.233 0.527 3.241  -0.183
H -3.383 0.981 6.293  0.220
H -4.488 1.791 5.182  0.213
H -3.067 2.643 5.806  0.217
H -0.763 1.838 5.123  0.207
H 0.583 0.946 3.249  0.219
H -0.506 -0.214 1.392  0.232
H -2.419 -1.074 0.356  0.221
H -3.847 -1.404 1.352  0.216
H -4.783 0.819 0.837  0.187
H -4.438 -0.058 -0.674  0.239
H -2.573 1.920 0.432  0.403
H -2.492 3.811 -1.767  0.231
H -2.350 2.702 -3.991  0.235
H -0.874 3.600 -3.596  0.196
H -1.335 0.597 -3.355  0.220
H -0.316 1.393 -4.555  0.207
H 1.228 2.160 -2.801  0.187
H 1.621 -0.084 -3.744  0.202
H 0.495 -0.799 -2.569  0.225
H 2.891 0.564 -1.654  0.404
H 1.609 -3.946 -0.791  0.244
H 3.678 -5.568 -0.810  0.232
H 5.899 -4.257 -0.348  0.241
H 0.878 1.524 -0.430  0.220
H -0.623 0.713 -0.864  0.218
H -0.987 3.027 0.076  0.202
H -0.074 3.688 -1.268  0.206
H -4.307 0.398 3.241  0.194

# 2
The following is a DFT calculation (ωB97M-V with the def2-TZVPD basis set) of the molecule C21H28N2O4.

## Properties
Lowest unoccupied orbital energy in eV: 0.6
Structure (SMILES): COc1ccc(OC[C@@H](O)CNC(=O)Nc2ccc(C(C)(C)C)cc2)cc1
E_HOMO in Eh: -0.280
Total energy in eV: -33402.20741
Maximum force in eV Å⁻¹: 0.700
HOMO-LUMO gap in eV: 8.2
Spin multiplicity: 1

Last column: natural (NBO) charge in e.
CARTESIAN COORDINATES (ANGSTROEM)
C -1.418 -2.625 1.449  -0.252
O -1.004 -2.386 0.127  -0.516
C 0.295 -2.027 -0.080  0.356
C 1.271 -1.961 0.902  -0.298
C 2.567 -1.576 0.590  -0.299
C 2.908 -1.247 -0.711  0.344
O 4.135 -0.818 -1.153  -0.527
C 5.253 -0.801 -0.303  -0.080
C 5.625 0.596 0.237  0.068
O 6.025 1.368 -0.875  -0.722
C 4.517 1.315 1.018  -0.245
N 3.391 1.622 0.170  -0.644
C 2.115 1.407 0.621  0.807
O 1.876 1.211 1.794  -0.664
N 1.178 1.509 -0.376  -0.615
C -0.195 1.267 -0.296  0.161
C -0.919 1.206 -1.481  -0.239
C -2.280 0.971 -1.469  -0.208
C -2.971 0.790 -0.277  -0.040
C -4.467 0.528 -0.217  -0.075
C -5.142 1.643 0.595  -0.594
C -4.708 -0.829 0.461  -0.596
C -5.116 0.488 -1.603  -0.604
C -2.232 0.859 0.901  -0.146
C -0.872 1.094 0.905  -0.267
C 1.927 -1.330 -1.703  -0.281
C 0.644 -1.715 -1.396  -0.244
H -1.265 -1.744 2.078  0.181
H -0.895 -3.483 1.886  0.173
H -2.482 -2.847 1.390  0.199
H 1.045 -2.188 1.931  0.224
H 3.283 -1.523 1.394  0.216
H 6.095 -1.124 -0.925  0.205
H 5.146 -1.499 0.532  0.183
H 6.480 0.447 0.919  0.170
H 6.244 2.259 -0.577  0.472
H 4.161 0.713 1.859  0.235
H 4.934 2.247 1.430  0.185
H 3.594 1.608 -0.819  0.402
H 1.526 1.601 -1.320  0.392
H -0.409 1.339 -2.426  0.201
H -2.794 0.928 -2.416  0.213
H -6.216 1.476 0.642  0.204
H -4.758 1.681 1.610  0.206
H -4.963 2.608 0.127  0.211
H -4.190 -1.613 -0.087  0.213
H -4.344 -0.827 1.485  0.204
H -5.771 -1.058 0.477  0.205
H -4.992 1.437 -2.120  0.209
H -6.183 0.300 -1.499  0.210
H -4.691 -0.308 -2.209  0.209
H -2.725 0.728 1.853  0.198
H -0.325 1.139 1.831  0.254
H 2.203 -1.082 -2.717  0.222
H -0.117 -1.774 -2.157  0.226

Q: Which of these has the lowest E_HOMO?
A: C21H28N2O3S2

Q: The lowest total energy belongs to which entry?
A: C21H28N2O3S2

What did the second record say?
The following is a DFT calculation (ωB97M-V with the def2-TZVPD basis set) of the molecule C21H28N2O4.

## Properties
Lowest unoccupied orbital energy in eV: 0.6
Structure (SMILES): COc1ccc(OC[C@@H](O)CNC(=O)Nc2ccc(C(C)(C)C)cc2)cc1
E_HOMO in Eh: -0.280
Total energy in eV: -33402.20741
Maximum force in eV Å⁻¹: 0.700
HOMO-LUMO gap in eV: 8.2
Spin multiplicity: 1

Last column: natural (NBO) charge in e.
CARTESIAN COORDINATES (ANGSTROEM)
C -1.418 -2.625 1.449  -0.252
O -1.004 -2.386 0.127  -0.516
C 0.295 -2.027 -0.080  0.356
C 1.271 -1.961 0.902  -0.298
C 2.567 -1.576 0.590  -0.299
C 2.908 -1.247 -0.711  0.344
O 4.135 -0.818 -1.153  -0.527
C 5.253 -0.801 -0.303  -0.080
C 5.625 0.596 0.237  0.068
O 6.025 1.368 -0.875  -0.722
C 4.517 1.315 1.018  -0.245
N 3.391 1.622 0.170  -0.644
C 2.115 1.407 0.621  0.807
O 1.876 1.211 1.794  -0.664
N 1.178 1.509 -0.376  -0.615
C -0.195 1.267 -0.296  0.161
C -0.919 1.206 -1.481  -0.239
C -2.280 0.971 -1.469  -0.208
C -2.971 0.790 -0.277  -0.040
C -4.467 0.528 -0.217  -0.075
C -5.142 1.643 0.595  -0.594
C -4.708 -0.829 0.461  -0.596
C -5.116 0.488 -1.603  -0.604
C -2.232 0.859 0.901  -0.146
C -0.872 1.094 0.905  -0.267
C 1.927 -1.330 -1.703  -0.281
C 0.644 -1.715 -1.396  -0.244
H -1.265 -1.744 2.078  0.181
H -0.895 -3.483 1.886  0.173
H -2.482 -2.847 1.390  0.199
H 1.045 -2.188 1.931  0.224
H 3.283 -1.523 1.394  0.216
H 6.095 -1.124 -0.925  0.205
H 5.146 -1.499 0.532  0.183
H 6.480 0.447 0.919  0.170
H 6.244 2.259 -0.577  0.472
H 4.161 0.713 1.859  0.235
H 4.934 2.247 1.430  0.185
H 3.594 1.608 -0.819  0.402
H 1.526 1.601 -1.320  0.392
H -0.409 1.339 -2.426  0.201
H -2.794 0.928 -2.416  0.213
H -6.216 1.476 0.642  0.204
H -4.758 1.681 1.610  0.206
H -4.963 2.608 0.127  0.211
H -4.190 -1.613 -0.087  0.213
H -4.344 -0.827 1.485  0.204
H -5.771 -1.058 0.477  0.205
H -4.992 1.437 -2.120  0.209
H -6.183 0.300 -1.499  0.210
H -4.691 -0.308 -2.209  0.209
H -2.725 0.728 1.853  0.198
H -0.325 1.139 1.831  0.254
H 2.203 -1.082 -2.717  0.222
H -0.117 -1.774 -2.157  0.226

Q: Among the records above, which one has the highest E_HOMO?
A: C21H28N2O4